1.
Formula: C34H75BN5NaO18
Source: the Open Molecules 2025 dataset
Level of theory: wB97M-V/def2-TZVPD

**Net charge**: 0
**Kohn-Sham gap**: 7.90 eV

Positions of all 134 atoms, in Å:
Na1 -1.783 3.858 -0.646
O1 -1.857 1.927 2.057
C1 -0.693 1.996 1.825
O2 -0.140 2.587 0.776
B1 1.290 2.435 0.804
O3 1.616 1.677 2.034
C2 0.468 1.424 2.657
O4 0.353 0.817 3.669
O5 2.025 3.711 0.756
C3 2.766 3.769 -0.345
O6 3.346 4.725 -0.758
C4 2.689 2.366 -1.018
O7 1.757 1.676 -0.413
O8 3.240 2.100 -2.048
C5 -1.091 3.946 4.665
O9 -0.661 4.856 3.680
C6 -1.701 5.422 2.889
C7 -1.116 6.294 1.765
N1 -0.455 5.477 0.774
C8 0.099 6.271 -0.338
C9 -0.995 6.949 -1.191
O10 -1.978 5.984 -1.556
C10 -2.764 6.309 -2.667
H1 -1.782 3.172 4.314
H2 -1.695 4.498 5.403
H3 -0.198 3.553 5.139
H4 -2.200 6.116 3.574
H5 -2.258 4.597 2.437
H6 -0.398 6.950 2.277
H7 -1.992 6.869 1.464
H8 0.369 5.046 1.178
H9 0.680 5.664 -1.043
H10 0.910 6.888 0.071
H11 -0.490 7.288 -2.098
H12 -1.349 7.798 -0.603
H13 -2.184 6.356 -3.603
H14 -3.313 7.245 -2.557
H15 -3.402 5.446 -2.872
C11 1.818 -2.521 -4.709
O11 0.708 -1.923 -4.056
C12 0.940 -0.982 -3.030
C13 0.960 -1.686 -1.670
N2 -0.373 -2.235 -1.359
C14 -0.407 -2.755 0.009
C15 -1.373 -3.952 0.130
O12 -0.593 -5.102 0.458
C16 -1.302 -6.298 0.392
H16 2.335 -3.130 -3.969
H17 2.400 -1.802 -5.292
H18 1.484 -3.183 -5.510
H19 0.205 -0.182 -3.168
H20 1.875 -0.438 -3.204
H21 1.216 -0.904 -0.942
H22 1.648 -2.528 -1.713
H23 -1.042 -1.492 -1.516
H24 -0.660 -1.963 0.725
H25 0.595 -3.087 0.278
H26 -1.921 -4.122 -0.796
H27 -1.984 -3.779 1.022
H28 -0.652 -7.172 0.428
H29 -1.738 -6.430 -0.614
H30 -2.144 -6.391 1.085
C17 -4.391 -7.427 6.877
O13 -4.693 -6.193 6.276
C18 -4.321 -5.006 6.971
C19 -3.036 -4.458 6.395
N3 -3.232 -3.801 5.124
C20 -1.996 -3.424 4.467
C21 -1.327 -2.168 5.013
O14 -0.567 -2.545 6.153
C22 0.361 -1.577 6.597
H31 -4.854 -8.236 6.322
H32 -4.650 -7.450 7.940
H33 -3.303 -7.575 6.827
H34 -4.175 -5.222 8.033
H35 -5.159 -4.325 6.826
H36 -2.295 -5.272 6.284
H37 -2.515 -3.842 7.136
H38 -3.918 -4.303 4.582
H39 -2.040 -3.329 3.377
H40 -1.319 -4.292 4.513
H41 -2.139 -1.526 5.366
H42 -0.711 -1.736 4.224
H43 1.328 -1.977 6.894
H44 -0.069 -1.018 7.436
H45 0.510 -0.826 5.815
C23 4.595 -0.058 -3.469
O15 5.132 -1.232 -4.063
C24 5.910 -1.020 -5.204
C25 7.016 -2.062 -5.326
N4 6.540 -3.381 -5.710
C26 7.576 -4.416 -5.565
C27 7.652 -4.963 -4.164
O16 6.409 -5.605 -3.914
C28 6.012 -5.581 -2.556
H46 5.355 0.721 -3.372
H47 4.289 -0.300 -2.456
H48 3.750 0.328 -4.040
H49 6.433 -0.056 -5.240
H50 5.240 -1.129 -6.074
H51 7.581 -2.013 -4.385
H52 7.640 -1.590 -6.093
H53 5.802 -3.658 -5.067
H54 8.524 -4.040 -5.954
H55 7.305 -5.202 -6.277
H56 7.832 -4.090 -3.523
H57 8.447 -5.684 -3.958
H58 6.102 -4.575 -2.140
H59 6.668 -6.280 -2.018
H60 5.010 -5.987 -2.431
C29 -4.994 5.173 1.163
O17 -4.462 4.371 0.137
C30 -5.171 3.186 -0.111
C31 -4.590 2.370 -1.249
N5 -3.215 1.980 -0.910
C32 -2.515 1.064 -1.817
C33 -2.182 1.781 -3.145
O18 -1.427 2.955 -2.882
C34 -0.916 3.460 -4.104
H61 -6.069 5.356 1.078
H62 -4.429 6.104 1.111
H63 -4.832 4.749 2.161
H64 -6.213 3.363 -0.424
H65 -5.310 2.579 0.794
H66 -4.668 2.900 -2.202
H67 -5.162 1.442 -1.397
H68 -3.374 1.579 0.012
H69 -3.173 0.214 -2.041
H70 -1.615 0.691 -1.331
H71 -3.116 1.995 -3.671
H72 -1.587 1.076 -3.732
H73 -1.737 3.860 -4.713
H74 -0.303 2.756 -4.661
H75 -0.358 4.386 -3.945

These are the Löwdin partial charges, in e, on atoms 1 to 2: 0.37 0.16

---

2.
Formula: C34H75F5INNbO6
Source: the Open Molecules 2025 dataset
Level of theory: wB97M-V/def2-TZVPD

**Net charge**: -1
**Kohn-Sham gap**: 6.60 eV

Positions of all 123 atoms, in Å:
C1 8.577 -0.365 -3.563
C2 7.614 0.734 -2.748
C3 6.268 -0.154 -2.302
C4 4.990 0.892 -2.069
O1 4.769 1.574 -3.324
Nb1 3.072 1.032 -4.407
F1 1.368 0.466 -5.570
C5 4.359 0.196 -6.098
C6 5.815 0.885 -6.316
C7 5.983 1.589 -7.824
C8 3.019 -1.126 -3.565
C9 2.023 -2.139 -4.369
N1 2.479 -2.557 -5.749
C10 3.574 -3.598 -5.723
C11 4.446 -3.457 -7.139
C12 1.320 -3.039 -6.619
C13 0.908 -2.232 -7.994
O2 0.615 -4.151 -6.279
C14 1.786 1.798 -2.698
C15 0.168 1.707 -2.885
C16 -0.419 0.143 -2.979
I1 -0.711 2.953 -4.444
C17 3.157 3.144 -5.355
F2 2.483 4.186 -4.493
F3 4.575 3.659 -5.468
C18 2.521 3.242 -6.850
F4 1.572 4.418 -6.831
F5 3.504 3.559 -7.936
H1 8.903 -1.199 -2.802
H2 7.933 -0.855 -4.434
H3 9.514 0.170 -4.048
H4 8.157 1.229 -1.838
H5 7.371 1.569 -3.530
H6 6.098 -0.906 -3.183
H7 6.588 -0.707 -1.312
H8 5.422 1.703 -1.305
H9 4.078 0.413 -1.532
H10 4.564 -0.963 -5.896
H11 3.770 0.215 -7.136
H12 6.160 1.657 -5.514
H13 6.638 0.019 -6.310
H14 5.142 1.181 -8.529
H15 6.062 2.755 -7.769
H16 7.012 1.201 -8.288
H17 2.561 -0.999 -2.471
H18 4.072 -1.628 -3.512
H19 0.910 -1.792 -4.465
H20 1.986 -3.144 -3.724
H21 4.318 -3.337 -4.844
H22 3.122 -4.681 -5.628
H23 5.588 -3.245 -6.882
H24 4.069 -2.476 -7.699
H25 4.317 -4.386 -7.850
H26 0.892 -3.004 -8.893
H27 1.678 -1.358 -8.178
H28 -0.150 -1.740 -7.820
H29 2.037 1.117 -1.749
H30 2.038 2.905 -2.331
H31 -0.294 2.109 -1.858
H32 0.269 -0.637 -2.445
H33 -1.480 0.098 -2.442
H34 -0.637 -0.170 -4.110
H35 1.903 2.326 -7.221
C19 -4.868 -2.889 1.144
C20 -4.818 -1.742 0.151
O3 -3.609 -1.698 -0.607
C21 -3.324 -2.840 -1.410
C22 -4.385 -3.124 -2.458
H36 -4.020 -2.837 1.834
H37 -5.796 -2.851 1.725
H38 -4.825 -3.861 0.648
H39 -4.876 -0.797 0.701
H40 -5.684 -1.760 -0.521
H41 -3.149 -3.714 -0.776
H42 -2.374 -2.635 -1.919
H43 -5.355 -3.349 -2.006
H44 -4.096 -3.983 -3.072
H45 -4.523 -2.255 -3.111
C23 -5.907 1.675 3.404
C24 -5.323 0.697 4.409
O4 -4.192 -0.020 3.915
C25 -3.067 0.764 3.528
C26 -2.489 1.595 4.660
H46 -6.192 1.154 2.484
H47 -6.793 2.165 3.820
H48 -5.192 2.453 3.130
H49 -6.084 -0.051 4.656
H50 -5.070 1.199 5.350
H51 -3.319 1.388 2.666
H52 -2.300 0.060 3.183
H53 -3.208 2.327 5.037
H54 -1.604 2.142 4.319
H55 -2.204 0.954 5.501
C27 -1.497 -3.039 7.751
C28 -1.188 -1.686 7.136
O5 -1.528 -0.585 7.979
C29 -0.868 -0.530 9.241
C30 0.644 -0.435 9.132
H56 -2.558 -3.107 8.014
H57 -1.256 -3.842 7.047
H58 -0.924 -3.212 8.665
H59 -1.780 -1.571 6.221
H60 -0.137 -1.618 6.832
H61 -1.169 -1.378 9.863
H62 -1.240 0.369 9.749
H63 1.073 -1.314 8.644
H64 1.094 -0.352 10.127
H65 0.932 0.441 8.541
C31 -4.646 2.789 10.048
C32 -4.825 3.152 8.585
O6 -5.843 2.394 7.931
C33 -7.160 2.513 8.463
C34 -7.702 3.931 8.429
H66 -4.416 1.723 10.154
H67 -3.828 3.370 10.488
H68 -5.547 2.987 10.632
H69 -3.891 2.944 8.053
H70 -5.016 4.224 8.463
H71 -7.198 2.097 9.474
H72 -7.805 1.876 7.844
H73 -7.103 4.611 9.041
H74 -8.729 3.957 8.808
H75 -7.695 4.321 7.405

These are the Löwdin partial charges, in e, on atoms 1 to 2: -0.16 -0.24

---

3.
Formula: C34H75N4O22
Source: the Open Molecules 2025 dataset
Level of theory: wB97M-V/def2-TZVPD

**Net charge**: -5
**Kohn-Sham gap**: 1.32 eV

Positions of all 135 atoms, in Å:
C1 1.427 -0.175 19.246
C2 0.834 -1.258 20.068
C3 0.397 -0.931 21.472
O1 -0.273 -2.047 22.009
C4 -0.840 -1.778 23.286
N1 -0.323 -2.038 19.378
H1 -0.961 -2.282 20.152
H2 -0.748 -1.403 18.699
H3 0.024 -2.880 18.919
H4 2.386 0.078 19.714
H5 0.905 0.776 19.152
H6 1.790 -0.525 18.275
H7 1.501 -2.116 20.211
H8 -0.274 -0.058 21.472
H9 1.272 -0.600 22.055
H10 -0.075 -1.359 23.944
H11 -1.321 -2.657 23.701
H12 -1.600 -0.995 23.151
C5 5.014 2.367 20.398
C6 4.024 3.504 20.539
C7 2.605 2.969 20.284
O2 1.652 3.946 19.884
C8 0.480 4.055 20.706
N2 4.135 4.120 21.895
H13 5.142 4.450 21.964
H14 3.544 4.910 22.145
H15 4.068 3.417 22.652
H16 4.701 1.474 20.950
H17 6.073 2.586 20.556
H18 5.033 1.946 19.380
H19 4.426 4.324 19.939
H20 2.334 2.613 21.285
H21 2.743 2.182 19.540
H22 -0.248 4.643 20.161
H23 0.816 4.467 21.661
H24 0.082 3.060 20.950
C9 0.345 7.072 15.733
C10 1.217 6.089 16.467
C11 2.691 6.482 16.512
O3 3.439 5.579 17.256
C12 4.038 4.552 16.520
N3 0.789 6.091 17.884
H25 -0.245 6.003 17.891
H26 1.330 5.445 18.472
H27 0.820 7.039 18.346
H28 -0.661 6.636 15.676
H29 0.636 7.317 14.711
H30 0.146 8.027 16.229
H31 1.065 5.075 16.103
H32 2.720 7.453 17.018
H33 3.068 6.630 15.493
H34 4.634 4.800 15.636
H35 3.278 3.851 16.116
H36 4.700 3.904 17.089
C13 6.141 -3.155 16.682
C14 5.018 -3.890 17.383
C15 4.742 -3.402 18.780
O4 4.472 -2.021 18.810
C16 4.792 -1.580 20.122
N4 3.772 -3.808 16.548
H37 3.992 -4.358 15.712
H38 2.889 -4.222 16.863
H39 3.587 -2.819 16.229
H40 6.809 -3.819 16.134
H41 6.747 -2.650 17.441
H42 5.880 -2.312 16.033
H43 5.294 -4.942 17.471
H44 5.617 -3.527 19.432
H45 3.958 -3.949 19.327
H46 5.869 -1.554 20.346
H47 4.475 -2.304 20.898
H48 4.349 -0.634 20.430
C17 -3.439 4.281 19.365
C18 -2.717 5.634 19.474
O5 -2.401 6.026 20.622
O6 -2.455 6.236 18.386
H49 -4.491 4.525 19.579
H50 -3.079 3.570 20.111
H51 -3.457 3.805 18.389
C19 4.765 0.740 14.718
C20 4.327 -0.452 13.886
O7 4.072 -1.575 14.466
O8 4.429 -0.377 12.657
H52 4.588 1.651 14.152
H53 5.848 0.580 14.799
H54 4.465 0.866 15.758
C21 8.121 6.640 21.555
C22 7.898 5.448 22.505
O9 8.934 5.048 23.094
O10 6.767 4.909 22.613
H55 9.064 6.870 21.053
H56 8.079 7.511 22.230
H57 7.328 6.663 20.807
C23 8.099 4.847 18.635
C24 8.527 3.635 17.760
O11 8.258 3.693 16.520
O12 9.009 2.619 18.318
H58 7.954 4.508 19.660
H59 7.120 5.167 18.275
H60 8.889 5.591 18.553
C25 4.040 6.659 24.582
C26 3.883 5.745 25.811
O13 2.815 5.905 26.502
O14 4.782 4.931 26.072
H61 3.768 6.222 23.622
H62 5.033 7.084 24.387
H63 3.509 7.619 24.634
C27 3.751 8.501 19.909
C28 2.379 9.131 19.645
O15 1.444 8.292 19.481
O16 2.270 10.375 19.716
H64 4.437 8.682 19.068
H65 3.762 7.422 20.055
H66 4.286 8.977 20.735
C29 8.713 -0.363 21.563
C30 8.676 0.628 22.732
O17 8.508 1.826 22.442
O18 8.800 0.205 23.919
H67 9.716 -0.427 21.131
H68 8.042 0.002 20.784
H69 8.445 -1.373 21.899
C31 4.373 -0.302 23.638
C32 3.928 1.143 23.422
O19 4.572 2.043 23.932
O20 2.927 1.301 22.620
H70 4.235 -0.619 24.670
H71 5.451 -0.231 23.430
H72 4.035 -1.022 22.886
C33 -1.766 1.955 17.574
C34 -2.306 2.610 16.286
O21 -3.238 1.976 15.673
O22 -1.630 3.517 15.744
H73 -1.213 2.788 18.038
H74 -0.921 1.308 17.325
H75 -2.486 1.620 18.315

These are the Löwdin partial charges, in e, on atoms 1 to 2: -0.02 -0.29

---

Across the entries above, E_tot takes the values -85872.6669; -73476.6806; -87464.2115 eV, respectively.